{
  "formula": "C72H176O46P4",
  "method": "ωB97M-V with the def2-TZVPD basis set",
  "symbols": ["C", "O", "C", "C", "O", "C", "C", "O", "C", "H", "H", "H", "H", "H", "H", "H", "H", "H", "H", "H", "H", "H", "H", "C", "O", "C", "C", "O", "C", "C", "O", "C", "H", "H", "H", "H", "H", "H", "H", "H", "H", "H", "H", "H", "H", "H", "C", "O", "C", "C", "O", "C", "C", "O", "C", "H", "H", "H", "H", "H", "H", "H", "H", "H", "H", "H", "H", "H", "H", "C", "O", "C", "C", "O", "C", "C", "O", "C", "H", "H", "H", "H", "H", "H", "H", "H", "H", "H", "H", "H", "H", "H", "C", "O", "C", "C", "O", "C", "C", "O", "C", "H", "H", "H", "H", "H", "H", "H", "H", "H", "H", "H", "H", "H", "H", "C", "O", "C", "C", "O", "C", "C", "O", "C", "H", "H", "H", "H", "H", "H", "H", "H", "H", "H", "H", "H", "H", "H", "C", "O", "C", "C", "O", "C", "C", "O", "C", "H", "H", "H", "H", "H", "H", "H", "H", "H", "H", "H", "H", "H", "H", "C", "O", "C", "C", "O", "C", "C", "O", "C", "H", "H", "H", "H", "H", "H", "H", "H", "H", "H", "H", "H", "H", "H", "C", "O", "C", "C", "O", "C", "C", "O", "C", "H", "H", "H", "H", "H", "H", "H", "H", "H", "H", "H", "H", "H", "H", "C", "O", "C", "C", "O", "C", "C", "O", "C", "H", "H", "H", "H", "H", "H", "H", "H", "H", "H", "H", "H", "H", "H", "C", "O", "P", "O", "O", "C", "O", "C", "H", "H", "H", "H", "H", "H", "H", "H", "H", "C", "O", "P", "O", "O", "C", "O", "C", "H", "H", "H", "H", "H", "H", "H", "H", "H", "C", "O", "P", "O", "O", "C", "O", "C", "H", "H", "H", "H", "H", "H", "H", "H", "H", "C", "O", "P", "O", "O", "C", "O", "C", "H", "H", "H", "H", "H", "H", "H", "H", "H"],
  "coordinates": [[19.49177, 24.74450, 28.10135], [19.94670, 25.17212, 26.81132], [21.21268, 25.76482, 26.78141], [21.64534, 26.08123, 25.32773], [20.98575, 27.15247, 24.77742], [21.71552, 28.08787, 24.04538], [21.94791, 27.57449, 22.56376], [22.51737, 26.29269, 22.56003], [21.97487, 25.49341, 21.56601], [18.50924, 24.31207, 27.98128], [19.47057, 25.55470, 28.81304], [20.24137, 24.01857, 28.53858], [21.99421, 25.16737, 27.21330], [21.18617, 26.70130, 27.35684], [21.43095, 25.19194, 24.75987], [22.76208, 26.31747, 25.24797], [22.63876, 28.42560, 24.50909], [21.05747, 28.96826, 23.87983], [22.44925, 28.27062, 21.93581], [20.96721, 27.54089, 22.12032], [20.89345, 25.28218, 21.76614], [22.63164, 24.61412, 21.45193], [22.11296, 25.94826, 20.59123], [23.94297, 19.90067, 12.13635], [24.68184, 20.34604, 13.20021], [25.43742, 21.50438, 12.84553], [25.93453, 22.05610, 14.12803], [24.86270, 22.82112, 14.65750], [24.34130, 22.26550, 15.85831], [23.28032, 23.18673, 16.39518], [23.87337, 24.36522, 16.92182], [22.90012, 25.42283, 17.11841], [23.47048, 18.97546, 12.45345], [24.54743, 19.58984, 11.25513], [23.16445, 20.63319, 11.90910], [24.72519, 22.22335, 12.38909], [26.15213, 21.27143, 12.06102], [26.74962, 22.71176, 13.91996], [26.38884, 21.29047, 14.76129], [25.17391, 22.29342, 16.56942], [24.07212, 21.20477, 15.67651], [22.63209, 22.70790, 17.16632], [22.61019, 23.48719, 15.54922], [22.33156, 25.42306, 16.18050], [23.43650, 26.37674, 17.39670], [22.20209, 25.09635, 17.89226], [21.30703, 22.23763, 19.64127], [20.65955, 21.87961, 18.42627], [19.23307, 21.84857, 18.52758], [18.61358, 23.23908, 18.53498], [18.71451, 23.79526, 19.82176], [18.36612, 25.15460, 19.88796], [18.24081, 25.62934, 21.34668], [18.59253, 27.01489, 21.35541], [18.38686, 27.67049, 22.64502], [22.40958, 22.20092, 19.51218], [21.02472, 21.50970, 20.37626], [20.98796, 23.21716, 19.97578], [18.89984, 21.36767, 19.43870], [18.84344, 21.38483, 17.63411], [17.54671, 23.32539, 18.24422], [19.22637, 23.80441, 17.80588], [17.42838, 25.35022, 19.36363], [19.14517, 25.79399, 19.44118], [18.93947, 24.95077, 21.91125], [17.23319, 25.45849, 21.74050], [17.26815, 27.80295, 22.80897], [18.90888, 28.64991, 22.60246], [18.78293, 27.04846, 23.47055], [20.46736, 20.32435, 23.44874], [20.50238, 21.13376, 24.59603], [21.43527, 22.14636, 24.54757], [21.95302, 22.32841, 25.93188], [22.77893, 21.18764, 26.32938], [23.29502, 21.20886, 27.65712], [24.55126, 22.11048, 27.75294], [25.63608, 21.31568, 27.41917], [26.85976, 22.09885, 27.39862], [20.00594, 20.86040, 22.60893], [19.85496, 19.51881, 23.74073], [21.47444, 19.87961, 23.30596], [21.03768, 23.08436, 24.13643], [22.32852, 21.93168, 23.95137], [21.14072, 22.45030, 26.64611], [22.53495, 23.22008, 25.91382], [23.68815, 20.18873, 27.78858], [22.55950, 21.42714, 28.41755], [24.68409, 22.52540, 28.79236], [24.43861, 22.97850, 27.10395], [27.02945, 22.57264, 28.35524], [26.73276, 22.91921, 26.62537], [27.63152, 21.40443, 27.12582], [18.87180, 17.16650, 11.91954], [18.65683, 16.55843, 13.15563], [19.61252, 16.85022, 14.17829], [18.89316, 16.81656, 15.59353], [17.75708, 17.73982, 15.63315], [18.02949, 19.11742, 15.55402], [16.86195, 19.92824, 16.15476], [16.89490, 19.94944, 17.55793], [16.56294, 18.77779, 18.24824], [18.96473, 18.26152, 11.99053], [18.07200, 16.97415, 11.24474], [19.79376, 16.74706, 11.46172], [20.08974, 17.82395, 13.98389], [20.33920, 16.08605, 14.18198], [19.69902, 17.06189, 16.28961], [18.45175, 15.86451, 15.93400], [18.29411, 19.42958, 14.54351], [18.88591, 19.37255, 16.19747], [15.92036, 19.61732, 15.69506], [17.05588, 20.96138, 15.84217], [17.39132, 18.05485, 18.25193], [15.62111, 18.39940, 17.79913], [16.40203, 19.16725, 19.26234], [24.11088, 11.88561, 16.44412], [23.48814, 12.91436, 15.68696], [22.25845, 13.34937, 16.15088], [22.18456, 14.85280, 16.47787], [22.90448, 15.19552, 17.68636], [23.15570, 16.58961, 17.85341], [22.15398, 17.24382, 18.77146], [20.98602, 17.64671, 18.01690], [20.00196, 18.31955, 18.80461], [23.40561, 11.01175, 16.63802], [24.53307, 12.25767, 17.41045], [24.90041, 11.47281, 15.85366], [21.96764, 12.78090, 17.09438], [21.41988, 13.13337, 15.47307], [21.09472, 15.14177, 16.55070], [22.63682, 15.39690, 15.63569], [23.18504, 17.12285, 16.92047], [24.15460, 16.69234, 18.29543], [22.59935, 18.10372, 19.23353], [21.85493, 16.63241, 19.63262], [20.33492, 19.28353, 19.17295], [19.72646, 17.72335, 19.64211], [19.23564, 18.54420, 18.06971], [12.03116, 21.79481, 14.86113], [12.77721, 22.94972, 15.16911], [13.88158, 22.63318, 16.01933], [14.65042, 23.72814, 16.54465], [13.94553, 24.50755, 17.46663], [13.15814, 25.53539, 16.69503], [12.13446, 26.19060, 17.63438], [11.14983, 25.25003, 18.05154], [10.49321, 24.44178, 17.10420], [11.20194, 22.11132, 14.18256], [11.64568, 21.33456, 15.73407], [12.67256, 21.14225, 14.28048], [14.62952, 22.04566, 15.39972], [13.51593, 22.02715, 16.85346], [15.11445, 24.36422, 15.75757], [15.51646, 23.34015, 17.04217], [12.73998, 24.97232, 15.92180], [13.86906, 26.26715, 16.33955], [11.74254, 27.03766, 17.04819], [12.58080, 26.66413, 18.50452], [10.23265, 24.95594, 16.13783], [9.52916, 24.14835, 17.52530], [11.10575, 23.52866, 16.91758], [24.45319, 29.60483, 13.68789], [23.47267, 29.22900, 14.62978], [22.27596, 28.71858, 14.13233], [21.23312, 29.08743, 15.16406], [20.15697, 28.20605, 15.12079], [19.15916, 28.53674, 16.09262], [19.09296, 27.37790, 17.08609], [20.30803, 27.08665, 17.77645], [20.57346, 27.99834, 18.79484], [23.96017, 29.84943, 12.75238], [25.18923, 28.80121, 13.48124], [25.07589, 30.45676, 14.00526], [22.37979, 27.62329, 14.11467], [22.11772, 29.13613, 13.14452], [21.12260, 30.16548, 15.06018], [21.79250, 28.95729, 16.11910], [18.18669, 28.78166, 15.71402], [19.53344, 29.41945, 16.53123], [18.87313, 26.47080, 16.38899], [18.20922, 27.55190, 17.66673], [21.35610, 27.61847, 19.46257], [19.75662, 28.19758, 19.49058], [20.90618, 28.94256, 18.36266], [14.04468, 21.94431, 19.91637], [14.81538, 21.99993, 21.15814], [16.18861, 22.00218, 20.94610], [16.80340, 21.90264, 22.35194], [16.40828, 22.96930, 23.18489], [17.35549, 23.39506, 24.17868], [17.06254, 24.75392, 24.78842], [16.28726, 24.49281, 25.93428], [15.75282, 25.65634, 26.52904], [14.21253, 22.82924, 19.32228], [13.00170, 21.85011, 20.16901], [14.40508, 21.07823, 19.34179], [16.52940, 22.87345, 20.35512], [16.44800, 21.07069, 20.45239], [17.92025, 21.81559, 22.25448], [16.47562, 20.90666, 22.76186], [18.34736, 23.49864, 23.71228], [17.36554, 22.63749, 25.02269], [16.47999, 25.47004, 24.21334], [18.02284, 25.15586, 25.09028], [16.51933, 26.23621, 27.16332], [14.95839, 25.37756, 27.20026], [15.29311, 26.35494, 25.79182], [16.83657, 21.35736, 11.58905], [17.59267, 21.79017, 10.51970], [18.52944, 22.78105, 10.94694], [19.90087, 22.13030, 11.05595], [19.75364, 21.18290, 12.14834], [19.78959, 21.74780, 13.44278], [21.00066, 21.39425, 14.23334], [21.00110, 19.94668, 14.37504], [21.82251, 19.48882, 15.41455], [16.33150, 22.14058, 12.17893], [17.35978, 20.75843, 12.30810], [16.00781, 20.79244, 11.20317], [18.29200, 23.17252, 11.93429], [18.53552, 23.65492, 10.32067], [20.69105, 22.85032, 11.33231], [20.20652, 21.61782, 10.17548], [19.01365, 21.24080, 14.05656], [19.62293, 22.82349, 13.46934], [20.93060, 21.93580, 15.22609], [21.95276, 21.69155, 13.76031], [22.89330, 19.38423, 15.18901], [21.53241, 18.49486, 15.73491], [21.79228, 20.17222, 16.29497], [10.73939, 26.51467, 21.30030], [11.10535, 26.81219, 22.71564], [11.37666, 25.78973, 23.85290], [10.73152, 24.46524, 23.70004], [12.91974, 25.83662, 24.07001], [13.71376, 24.66854, 23.65890], [10.84949, 26.66608, 25.07807], [11.08815, 26.01361, 26.40618], [11.30106, 25.67829, 20.89629], [10.86338, 27.39015, 20.66121], [9.70181, 26.25239, 21.41175], [14.73620, 25.02558, 23.58908], [13.42034, 24.21993, 22.72009], [13.75232, 23.90988, 24.47058], [10.76546, 26.77766, 27.07665], [12.12392, 25.75295, 26.60963], [10.54427, 25.07232, 26.54504], [14.76708, 28.62454, 24.40352], [15.79969, 29.55484, 23.91615], [16.93509, 29.94063, 24.89632], [18.01189, 30.74415, 24.33336], [16.23271, 30.53222, 26.21606], [15.92944, 31.96925, 26.12569], [17.32961, 28.48535, 25.42628], [18.56860, 28.43663, 26.13681], [14.88543, 27.66185, 23.85482], [13.80889, 29.09684, 24.16637], [14.89172, 28.55322, 25.45186], [16.85306, 32.49025, 25.86789], [15.63187, 32.28736, 27.12730], [15.19517, 32.07056, 25.34545], [18.40068, 28.95625, 27.05416], [19.38819, 28.89063, 25.54259], [18.82667, 27.41781, 26.32536], [24.58833, 19.05838, 24.70358], [23.89136, 19.04480, 23.47778], [24.30481, 18.11020, 22.31306], [25.36011, 17.21868, 22.72289], [22.84875, 17.55248, 21.98623], [22.39640, 16.60073, 22.92715], [24.59261, 18.89889, 21.01513], [23.82437, 20.09938, 20.61535], [25.09881, 18.12580, 24.93615], [23.90969, 19.50603, 25.42916], [25.42932, 19.71865, 24.69925], [22.76792, 15.57933, 22.78802], [21.30054, 16.63357, 22.91122], [22.62068, 16.94367, 23.95540], [22.77777, 19.84233, 20.51727], [24.28371, 20.44863, 19.69163], [24.00061, 20.90510, 21.34017], [14.31231, 26.42729, 20.96096], [13.96811, 27.59226, 20.17392], [15.17749, 28.33857, 19.47962], [16.03118, 27.47380, 18.66468], [15.79687, 29.06515, 20.73827], [16.98061, 29.80342, 20.49932], [14.52777, 29.48504, 18.62427], [13.30167, 30.16330, 18.98342], [14.99211, 26.71450, 21.77683], [14.80619, 25.67825, 20.34728], [13.42284, 25.99178, 21.34440], [17.54991, 29.90896, 21.43937], [16.78133, 30.81617, 20.11856], [17.60326, 29.29052, 19.76925], [13.23736, 30.33556, 20.05633], [12.36294, 29.61436, 18.69886], [13.25822, 31.12057, 18.46457]],
  "forces_ev_per_angstrom": [[1.81, -0.51, -0.25], [-0.60, -0.54, -0.01], [0.17, 1.62, -0.59], [1.79, -0.40, 0.96], [-1.26, 1.11, 0.05], [-0.25, 0.24, -2.55], [-1.03, -0.11, 1.89], [0.57, 0.48, 0.67], [0.16, -0.87, -0.65], [-0.10, -0.19, -0.07], [-0.21, 0.65, 0.18], [-0.88, 0.32, -0.48], [0.33, -0.80, 0.40], [0.07, 0.08, 0.01], [0.14, -0.52, -0.46], [-1.20, -0.77, 0.53], [0.19, -0.23, 0.36], [0.37, -0.32, 0.49], [1.16, 0.79, -0.32], [-0.74, -0.33, -0.11], [0.91, -0.14, -0.33], [-0.67, -0.13, 0.57], [-0.47, 0.42, -0.42], [-0.73, -1.27, -0.68], [1.19, 0.46, 0.45], [-1.39, -0.65, -0.37], [0.15, 0.74, -0.58], [0.05, -0.36, 0.53], [1.01, 0.10, 0.17], [-1.12, 0.48, -0.18], [0.13, 0.31, 0.23], [0.78, -1.07, -0.27], [-0.37, -0.05, 0.08], [-0.15, 0.66, 0.22], [-0.06, -0.05, -0.55], [0.40, 0.00, 0.24], [0.58, -0.23, 0.11], [0.66, 0.90, -0.14], [-0.65, -0.16, 0.30], [-0.09, -0.29, 0.36], [-0.39, 0.66, 0.27], [0.40, 0.04, -0.45], [0.31, -0.27, 0.42], [-0.05, 0.96, 0.14], [-0.70, -1.14, -0.54], [-0.07, 0.33, 0.26], [0.28, 0.00, -0.61], [-0.22, 0.04, -0.15], [-0.13, 1.16, -0.10], [0.45, 0.68, -0.38], [0.33, -0.08, 0.82], [-0.08, 1.05, 0.19], [0.55, -0.60, -0.38], [0.00, -0.22, 1.12], [-0.94, -0.70, -0.62], [-0.71, 0.08, -0.21], [-0.09, -0.44, 0.84], [0.10, 0.26, 0.11], [0.00, -0.68, 0.21], [0.14, -0.64, -0.04], [0.38, -0.61, -0.26], [-0.32, 0.24, 0.16], [-0.11, -0.01, -0.21], [-0.14, -0.30, -0.12], [-0.39, 0.87, 0.04], [-0.04, 0.12, 0.06], [1.32, 0.03, -0.18], [-0.45, -0.65, 0.10], [-0.01, 0.34, -0.37], [0.78, 0.17, 0.40], [-0.50, -0.25, -0.17], [0.83, 0.21, 0.22], [0.50, -0.81, 1.06], [-0.96, 0.91, -0.38], [1.30, 0.00, -0.99], [-1.18, -0.03, 1.39], [1.55, 0.56, -0.22], [-1.81, 0.25, -1.25], [0.47, -0.21, -0.21], [-1.04, -1.08, -0.01], [-0.39, 0.51, -0.63], [-0.21, 0.04, 0.19], [-0.10, -0.49, -0.37], [-0.20, -0.01, 0.12], [0.74, 0.90, 0.28], [-0.34, 0.25, 0.28], [-0.46, 0.21, 0.12], [-0.19, -0.36, -0.59], [0.08, 0.15, -0.35], [0.17, 0.01, 0.42], [0.39, -0.86, 0.69], [0.48, -0.05, -0.06], [1.69, 0.35, 0.00], [-0.50, -0.10, 0.77], [-2.35, 0.40, 0.48], [-0.22, 1.19, -1.41], [0.64, -0.88, 0.33], [0.14, 0.01, 0.90], [1.27, -0.19, -0.98], [0.12, 0.90, -0.49], [-0.57, 0.22, 0.07], [0.17, -0.12, 0.13], [-0.87, -0.44, -0.26], [-0.26, 0.39, 0.00], [-0.21, -0.17, 0.27], [1.25, -0.96, 0.02], [-0.27, 0.35, 0.34], [0.31, 0.19, -0.75], [-0.23, -0.02, -0.21], [0.19, -0.03, -0.22], [-0.29, -0.19, 0.39], [-0.20, 0.04, 0.09], [-0.65, -0.06, -0.13], [0.51, -0.39, 0.55], [-0.18, -0.65, -0.03], [-1.06, -0.49, 0.87], [0.67, -0.30, -0.27], [-1.36, 0.03, 2.41], [-0.10, 0.08, 0.14], [-0.36, -0.25, -1.02], [-0.01, -0.77, 0.95], [-1.06, 0.22, -0.26], [0.70, -0.15, 0.78], [1.03, 0.22, -1.51], [0.60, 1.12, -0.06], [-0.46, -0.19, -0.64], [0.60, -0.01, -0.45], [0.39, 0.65, -0.83], [0.41, 0.03, -0.40], [0.99, -0.22, 0.06], [-0.14, 0.04, 0.07], [-0.11, 0.20, -0.69], [-0.16, -0.17, 0.06], [0.36, 0.82, 0.06], [0.07, -0.39, -0.34], [0.50, 0.33, 0.13], [-0.73, -0.65, 0.62], [-0.44, -0.19, 0.46], [-0.07, 1.24, -1.88], [0.42, 0.64, 0.61], [-0.24, -2.64, -1.93], [1.00, 2.46, 0.02], [-1.01, 1.69, -0.49], [1.37, -0.43, 3.30], [0.15, -0.93, -1.61], [-0.07, 1.03, 0.74], [0.12, -0.22, -0.79], [0.53, -0.22, 0.68], [-0.41, -0.67, 0.93], [0.04, -0.66, 0.01], [-0.78, 0.01, 0.63], [0.06, -0.22, 0.02], [-0.47, -0.18, 0.05], [0.46, -0.62, 0.55], [-1.07, -0.27, -1.39], [0.21, 0.34, -0.23], [-0.56, -0.19, -0.03], [0.13, -0.50, 0.22], [0.58, -0.27, 0.70], [0.18, -0.02, 0.21], [-0.51, 0.62, -0.18], [0.50, -0.50, -0.32], [1.40, 1.11, 0.67], [0.30, -1.07, 0.19], [2.04, -0.49, 0.57], [-1.09, 0.60, -0.83], [1.77, -1.11, 0.52], [-0.15, -1.29, -2.64], [-1.14, -0.24, -0.31], [0.60, 0.72, 0.75], [0.08, 0.24, -0.34], [-0.50, 0.01, 0.12], [-0.66, -0.14, 0.30], [-0.37, 0.06, -0.46], [-0.49, -0.12, -0.34], [-1.18, 0.22, -0.02], [-0.43, 0.06, -0.21], [-0.57, -0.27, -0.70], [0.06, 1.24, 1.10], [0.43, 1.21, 1.43], [-0.31, -0.24, 1.17], [0.12, -0.11, -0.52], [-0.53, -0.14, -0.29], [0.13, 0.26, 0.14], [1.54, -0.46, 1.00], [-1.87, 0.30, -1.03], [0.16, 0.15, 1.09], [0.83, -0.89, -0.23], [0.19, 0.73, 0.12], [0.05, -0.78, -0.40], [-0.45, -0.91, 0.61], [-0.75, 0.37, 0.91], [0.79, 1.08, 0.40], [-0.01, 0.51, -0.19], [-0.25, -0.06, 0.16], [-0.28, 0.01, -0.01], [-0.05, -0.25, 0.33], [0.48, -0.20, -0.53], [-0.72, 0.40, 0.09], [0.08, 0.86, -0.07], [-0.06, -0.50, 0.04], [0.31, 0.84, -0.86], [0.46, 0.04, -0.78], [0.30, 0.50, 0.01], [-0.81, -0.71, -1.05], [-0.25, -0.40, 0.30], [0.51, -0.45, 0.25], [-1.71, -0.19, 0.75], [0.68, 1.40, 0.00], [0.77, -0.48, -0.21], [-0.52, 0.61, 2.26], [0.70, 0.06, -0.56], [-0.64, -0.85, 0.44], [1.21, -0.60, 0.47], [-0.03, 1.16, 0.12], [0.79, 0.34, 1.08], [0.35, 0.42, -0.30], [0.63, -0.51, 0.24], [-0.27, -0.57, -0.34], [-0.32, -0.11, 0.15], [-0.15, 0.19, -0.87], [-0.24, 0.02, -0.22], [0.04, -0.64, -0.62], [-0.19, 0.56, -0.63], [-0.02, 0.16, -0.14], [0.07, -0.80, -0.71], [-0.19, 0.05, 0.07], [-0.06, 0.30, -0.64], [-0.52, -0.04, -0.01], [-0.29, -0.41, -0.32], [-0.21, -0.27, 1.61], [0.19, 1.03, -2.12], [-2.18, -0.61, 0.19], [0.89, 0.68, 0.03], [1.47, -1.29, -0.23], [0.67, 0.00, 1.34], [0.74, -1.35, 1.26], [-0.33, 0.19, -1.03], [0.07, -0.07, 0.09], [0.18, 0.07, 0.55], [-0.41, -0.20, -0.63], [-0.10, 0.10, -0.28], [-0.34, 0.01, -0.08], [-0.44, 0.46, -0.59], [-0.24, 0.22, 0.67], [0.34, 0.41, -0.46], [-0.36, 0.42, -0.41], [0.17, 0.53, -1.76], [-1.16, -0.19, -0.64], [0.18, -1.06, 1.31], [0.09, 0.34, -0.28], [0.24, 0.72, -0.47], [0.99, -0.91, 0.48], [0.20, 0.35, -0.44], [0.51, 0.47, -0.57], [-0.12, 0.74, 0.61], [0.15, -0.31, -0.02], [-0.15, -0.52, 0.99], [-0.16, 0.06, -0.13], [-0.35, -0.12, -0.37], [-0.49, 0.51, -0.01], [0.31, 0.42, 0.83], [-0.59, -0.16, 0.45], [-0.03, -0.72, 0.04], [0.62, 0.56, 1.01], [-0.33, 1.42, 0.39], [-0.90, -0.39, -0.06], [0.94, -1.29, -0.17], [0.41, -0.79, -0.75], [-1.23, 0.12, 1.43], [-0.18, 1.86, -1.06], [1.25, -0.42, 0.56], [-0.88, -0.46, 0.13], [0.01, -0.69, 0.13], [0.53, 0.95, -0.52], [0.07, 0.39, -0.27], [0.18, -0.32, -0.35], [0.25, -0.28, -0.36], [-0.12, 0.09, -0.06], [-0.27, -0.34, -0.16], [-0.30, -0.37, 0.10], [1.00, 0.30, -0.21], [-0.21, -0.21, 0.20], [-0.51, -0.56, 0.01], [0.39, 0.28, 0.13], [0.04, -0.11, 0.09], [1.21, 0.84, 0.26], [-1.16, 0.35, -0.35], [-0.82, -0.24, 0.02], [-0.30, -0.02, -0.17], [0.10, 0.02, -0.26], [-0.77, 0.03, 0.31], [-0.50, -0.13, -0.39], [-0.28, -0.29, 0.12], [0.13, -0.12, 0.00], [0.22, 0.02, 0.07], [1.16, 0.03, 0.06], [0.36, -0.12, -0.01]],
  "mulliken_charge": [-1.036, 0.376, -1.448, 0.173, 0.257, -1.361, 0.911, -0.483, -0.065, 0.234, 0.349, 0.237, 0.919, 0.337, -0.381, 0.425, 0.343, 0.419, 0.556, -0.957, -0.147, 0.421, 0.261, -0.644, -0.254, -0.465, -0.941, -0.361, -0.725, 1.204, -0.573, -0.164, 0.122, 0.386, 0.222, 0.289, 0.494, 0.471, 0.349, 0.547, 0.108, -0.612, 0.095, 0.249, 0.259, -0.070, -0.516, 0.986, 0.027, 0.185, -0.082, 0.100, 1.551, 1.280, -0.773, 0.181, -0.204, -0.191, 0.201, -0.672, -0.533, 0.195, 0.145, -0.273, -1.202, -0.498, -0.631, 0.336, -0.039, -0.172, -0.459, 0.881, -0.989, -0.096, -0.767, -0.325, -0.302, -0.762, -0.327, 0.415, 0.295, -0.510, 0.177, 0.292, 0.280, 0.387, 0.384, 0.415, 0.249, 0.331, 0.289, 0.247, -0.417, -0.433, -0.396, 0.742, -0.561, 1.158, -1.492, 0.712, -0.940, -0.013, 0.314, 0.300, -0.084, 0.801, -0.820, 0.390, 0.508, -0.379, 0.592, -0.001, 0.174, 0.296, 0.117, -0.604, -0.343, -0.736, 0.339, -0.435, -0.614, 0.173, 0.052, 0.908, 0.276, 0.246, 0.261, 0.337, 0.324, -0.116, 0.223, 0.134, 0.435, -0.272, 0.298, -0.364, 0.785, -1.392, -0.867, -0.401, 0.020, 0.015, 0.329, -0.798, 0.210, -0.420, -0.546, 0.258, 0.378, 0.319, 0.017, 0.271, 0.559, -0.836, 0.728, 0.261, 0.421, -0.597, 0.276, 0.318, 0.066, -0.683, -0.323, -0.529, -0.083, -0.406, -1.255, 0.443, 0.617, -0.409, 0.313, 0.243, 0.239, 0.131, 0.490, 0.240, 0.125, 0.502, 0.504, 0.107, -0.227, 0.013, -0.532, 0.503, -0.452, -0.571, 1.059, -0.332, 0.063, -0.591, 2.292, -0.670, -0.077, 0.030, 0.455, 0.133, 0.209, -0.624, -0.321, 0.384, -0.224, 0.433, -0.811, -0.724, 0.048, 0.527, -0.360, -0.327, -0.432, -0.614, -0.489, -0.135, -0.252, 1.117, 0.065, 0.159, 0.290, -0.089, 0.417, 0.278, 0.542, 0.271, 0.351, -0.860, 0.675, -0.644, -0.156, 0.203, -0.437, -0.119, -0.656, -0.334, 0.542, -0.783, 0.593, -0.445, -0.370, -0.484, 0.289, 0.177, 0.464, -0.550, 0.633, 0.491, 0.278, 0.054, 0.296, -0.782, 0.120, 0.669, -0.830, -0.351, -0.795, 0.559, -0.873, 0.016, 0.395, 0.690, 0.323, 0.245, 0.277, 0.570, 0.244, -0.224, -0.869, 0.174, 0.537, -0.842, 0.203, -0.847, -0.454, -0.531, 0.464, 0.125, 0.373, 0.251, 0.286, 0.261, 0.121, 0.267, 0.438, 1.247, 0.452, -0.822, -0.152, 0.478, -0.331, -0.288, -0.644, -0.538, 0.231, -0.850, -0.005, 0.328, -0.221, 0.238, 0.179, 0.282],
  "orbital_gap_ev": 9.53,
  "total_energy_ha": -7675.0131,
  "charge": 0,
  "homo_ev": -9.101
}